# 1
C4H5HgO2 | ωB97M-V with the def2-TZVPD basis set

As for the HOMO energy (alpha / beta): -8.29 / -8.42 eV. As for the expectation value of S²: 1.36. For the largest force on an atom, the calculation gives 8.16 eV/A. Its multiplicity is 2. The calculation puts the total energy at -458.88259 Eh. The orbital gap (alpha / beta) comes out at 7.12 / 6.48 eV. Its lowest unoccupied orbital energy (alpha / beta) is -1.173 / -1.947 eV.

Last column: Löwdin charge in e.
Positions of all 12 atoms, in Å:
C (-0.4737, 1.1200, -0.6805)  0.00
C (0.8339, 0.6842, -0.9467)  -0.36
O (1.4940, -0.0019, 0.0739)  -0.22
H (-1.2739, 0.5416, -1.1534)  0.08
H (-0.5643, 2.2052, -0.5669)  0.08
H (1.3405, 1.0695, -1.8362)  0.12
H (1.7164, -0.4881, -0.9952)  0.20
H (0.4441, 0.4662, 1.5001)  0.23
C (-1.0300, 0.3345, 1.6099)  -0.01
C (-1.5268, -0.8033, 1.7155)  -0.31
O (-1.3163, -1.9832, 1.3109)  -0.33
Hg (0.3561, -3.1448, -0.0315)  0.50

---

# 2
C4H12ClF2O4Sr | ωB97M-V with the def2-TZVPD basis set

As for the HOMO energy: -4.56 eV. For the largest force on an atom, the calculation gives 1.17 eV/A. Its multiplicity is 1. The calculation puts the total energy at -1151.40194 Eh. The orbital gap comes out at 7.43 eV. The total charge is -1. Its lowest unoccupied orbital energy is 2.875 eV.

Last column: Löwdin charge in e.
Positions of all 24 atoms, in Å:
Sr (-0.2642, -0.2929, -0.3924)  1.31
Cl (-1.6923, -2.1405, -2.2120)  -0.54
F (1.5866, 0.9062, -1.4109)  -0.77
F (-2.2090, -0.5588, 1.0323)  -0.77
C (-2.1345, 2.5037, -0.7520)  -0.26
C (-0.7986, 2.9944, -0.2758)  -0.25
O (-0.3414, 2.1505, 0.7892)  -0.13
O (-1.9759, 1.3806, -1.5826)  -0.15
H (-2.6538, 3.3117, -1.2842)  0.12
H (-2.7304, 2.1886, 0.1087)  0.13
H (-0.8592, 4.0319, 0.0705)  0.12
H (-0.0725, 2.9399, -1.0972)  0.11
H (0.1023, 2.6752, 1.4549)  0.09
H (-2.0891, 1.6272, -2.5018)  0.10
C (1.9477, -1.8875, 1.4717)  -0.23
C (1.8054, -2.9308, 0.3987)  -0.25
O (1.4203, -2.2763, -0.7993)  -0.17
O (0.6815, -1.2912, 1.7582)  -0.17
H (2.5922, -1.0793, 1.1263)  0.13
H (2.3693, -2.3548, 2.3678)  0.12
H (1.0326, -3.6567, 0.6958)  0.13
H (2.7567, -3.4650, 0.2803)  0.12
H (1.3946, -2.8976, -1.5315)  0.09
H (0.1317, -1.8788, 2.2855)  0.10

---

# 3
C7H14S | ωB97M-V with the def2-TZVPD basis set

As for the HOMO energy: -8.87 eV. Its structure (SMILES) is C[C@H](S)[C@]1(C)C[C@@H]1C. For the largest force on an atom, the calculation gives 5.51 eV/A. Its multiplicity is 1. The calculation puts the total energy at -673.14850 Eh. The orbital gap comes out at 9.74 eV. Its lowest unoccupied orbital energy is 0.877 eV.

Last column: Löwdin charge in e.
Positions of all 22 atoms, in Å:
C (0.6281, -1.8398, -0.5342)  -0.15
C (1.1316, -0.3392, -0.5063)  -0.68
S (2.6821, -0.1473, 0.4193)  0.71
C (0.2546, 0.7839, -0.1399)  -0.52
C (0.7156, 2.1449, -0.7382)  -0.05
C (-0.4958, 0.8018, 1.1344)  -0.14
C (-1.2766, 0.5770, -0.0155)  -0.25
C (-2.0294, -0.8309, 0.0880)  -0.05
H (1.4622, -2.4421, -0.9102)  0.06
H (0.4432, -2.2413, 0.5632)  0.10
H (-0.2946, -2.1169, -1.0221)  0.04
H (1.4784, -0.4409, -1.6339)  0.14
H (2.2941, -0.6082, 1.7498)  -0.06
H (1.0672, 1.9131, -1.8569)  0.12
H (1.5921, 2.5281, -0.0007)  0.10
H (-0.0803, 2.8921, -0.5170)  0.08
H (-0.5661, 1.7106, 1.6914)  0.12
H (-0.4901, -0.1284, 1.7367)  0.10
H (-1.8866, 1.2632, -0.3342)  0.07
H (-3.0119, -0.7722, 0.5310)  0.04
H (-2.2983, -1.4841, -0.7985)  0.08
H (-1.3195, -1.2234, 1.0940)  0.12

---

# 4
C22H32N4O4S2 | ωB97M-V with the def2-TZVPD basis set

As for the HOMO energy: -8.59 eV. Its structure (SMILES) is CCCN1CCN(C(=O)C2CCN(S(=O)(=O)c3ccc4c(c3)NC(=O)[C@@H](C)S4)CC2)CC1. For the largest force on an atom, the calculation gives 1.00 eV/A. Its multiplicity is 1. The calculation puts the total energy at -2173.93224 Eh. The orbital gap comes out at 9.08 eV. Its lowest unoccupied orbital energy is 0.489 eV.

Last column: Löwdin charge in e.
Positions of all 64 atoms, in Å:
C (4.9565, 4.9420, 2.4173)  -0.11
C (3.8014, 5.1657, 1.4504)  -0.24
C (2.5020, 4.5624, 1.9838)  -0.22
N (2.6282, 3.1374, 2.2445)  -0.18
C (1.6380, 2.6476, 3.1810)  -0.17
C (1.9452, 1.1901, 3.5437)  -0.12
N (1.9445, 0.3807, 2.3483)  -0.04
C (1.0777, -0.5881, 1.9756)  -0.40
O (1.1171, -1.0536, 0.8462)  0.05
C (0.0788, -1.0666, 3.0289)  -0.22
C (-1.1654, -0.1662, 3.0216)  -0.11
C (-1.9134, -0.3407, 1.7046)  -0.20
N (-2.3383, -1.7138, 1.5676)  -0.21
S (-3.4535, -1.9736, 0.3516)  0.67
O (-3.9093, -3.3254, 0.4601)  -0.27
O (-4.4123, -0.9098, 0.4165)  -0.28
C (-2.4572, -1.8000, -1.1259)  -0.26
C (-1.8606, -2.9153, -1.6857)  -0.06
C (-0.9105, -2.7472, -2.6754)  -0.07
C (-0.5403, -1.4703, -3.0789)  -0.46
C (-1.1664, -0.3449, -2.5282)  -0.23
C (-2.1346, -0.5260, -1.5466)  0.00
N (-0.8535, 0.9417, -2.9543)  0.15
C (0.2847, 1.3612, -3.5704)  -0.51
O (0.4198, 2.5075, -3.9329)  0.08
C (1.3824, 0.3238, -3.7011)  -0.51
C (2.1161, 0.1395, -2.3768)  -0.09
S (0.7007, -1.2589, -4.3054)  1.02
C (-1.2412, -2.6603, 1.5484)  -0.20
C (-0.3754, -2.5143, 2.7967)  -0.11
C (2.9088, 0.8817, 1.3873)  -0.11
C (2.5944, 2.3337, 1.0371)  -0.16
H (4.7566, 5.4312, 3.3676)  0.07
H (5.8802, 5.3446, 2.0093)  0.07
H (5.0847, 3.8788, 2.5988)  0.06
H (3.6426, 6.2353, 1.3004)  0.11
H (4.0473, 4.7330, 0.4798)  0.09
H (1.6777, 4.7716, 1.2798)  0.12
H (2.2630, 5.0498, 2.9325)  0.12
H (1.6792, 3.2545, 4.0882)  0.13
H (0.6136, 2.7109, 2.7655)  0.12
H (1.2222, 0.8363, 4.2745)  0.11
H (2.9474, 1.1470, 3.9854)  0.13
H (0.5603, -1.0291, 4.0104)  0.13
H (-0.8951, 0.8833, 3.1476)  0.11
H (-1.8214, -0.4585, 3.8430)  0.13
H (-2.8159, 0.2713, 1.6797)  0.12
H (-1.2538, -0.0498, 0.8720)  0.12
H (-2.1505, -3.8926, -1.3367)  0.12
H (-0.4295, -3.5970, -3.1331)  0.11
H (-2.6534, 0.3178, -1.1183)  0.12
H (-1.5349, 1.6644, -2.7564)  0.17
H (2.0765, 0.6562, -4.4760)  0.11
H (2.5227, 1.0962, -2.0527)  0.08
H (1.4528, -0.2441, -1.6026)  0.06
H (2.9351, -0.5646, -2.5050)  0.08
H (-1.6884, -3.6542, 1.5063)  0.12
H (-0.6099, -2.5099, 0.6637)  0.11
H (0.4938, -3.1650, 2.6937)  0.13
H (-0.9483, -2.8310, 3.6701)  0.12
H (2.8684, 0.2492, 0.5009)  0.11
H (3.9059, 0.8261, 1.8349)  0.13
H (3.3466, 2.7040, 0.3406)  0.12
H (1.6054, 2.3856, 0.5433)  0.13

---

# 5
C44H46F6OPS | ωB97M-V with the def2-TZVPD basis set

As for the HOMO energy: -10.39 eV. For the largest force on an atom, the calculation gives 2.97 eV/A. Its multiplicity is 1. The calculation puts the total energy at -3117.82795 Eh. The orbital gap comes out at 6.31 eV. The total charge is +1. Its lowest unoccupied orbital energy is -4.084 eV.

Last column: Löwdin charge in e.
Positions of all 99 atoms, in Å:
C (-0.0637, 0.7386, 3.4253)  0.12
C (1.0712, 0.9157, 3.1086)  -0.13
C (2.4466, 1.0212, 2.5711)  -0.20
C (3.2903, 1.9480, 3.5217)  -0.22
C (3.6347, 3.2968, 2.8314)  -0.35
S (5.3139, 3.4091, 2.1492)  0.93
O (5.1513, 4.2627, 0.7514)  -0.36
P (6.0476, 1.4671, 1.5305)  0.81
C (6.7616, 1.7704, -0.1560)  -0.28
C (7.5400, 1.0109, 2.5518)  -0.40
C (8.6192, 2.1456, 2.5443)  -0.15
H (-1.0903, 0.4712, 3.5416)  0.05
H (2.3904, 1.4211, 1.5526)  0.11
H (2.8991, 0.0273, 2.5287)  0.10
H (2.6090, 2.2063, 4.3377)  0.11
H (4.1690, 1.4382, 3.9277)  0.10
H (2.9076, 3.5483, 2.0480)  0.11
H (3.5264, 4.0858, 3.5861)  0.10
H (4.5219, 3.7463, 0.2163)  0.07
H (7.5053, 2.5817, -0.1425)  0.05
H (7.2870, 0.8741, -0.5011)  0.07
H (5.9985, 2.0742, -0.8768)  0.02
H (7.9840, 0.1812, 1.9847)  0.09
H (7.2646, 0.6924, 3.5581)  0.07
H (8.1682, 3.1424, 2.4253)  0.04
H (9.1925, 2.1897, 3.4741)  0.08
H (9.2834, 2.0314, 1.6824)  0.08
F (4.7927, -0.7794, -1.6776)  0.03
C (3.8788, -1.7155, -1.3211)  -0.29
C (3.4418, -2.6261, -2.2597)  -0.01
C (2.5095, -3.5837, -1.8851)  -0.07
C (2.0216, -3.6103, -0.5846)  -0.08
C (2.4689, -2.6828, 0.3457)  -0.07
C (3.4092, -1.7316, -0.0240)  -0.03
H (3.8276, -2.5842, -3.2701)  0.12
H (2.1627, -4.3094, -2.6085)  0.11
H (1.2922, -4.3545, -0.2966)  0.10
H (2.0853, -2.7013, 1.3577)  0.10
H (3.7798, -1.0030, 0.6857)  0.07
F (-0.5114, -3.4501, 1.8939)  0.04
C (-1.3239, -2.8259, 1.0127)  -0.29
C (-1.4422, -1.4513, 1.0641)  -0.02
C (-2.2737, -0.8102, 0.1572)  -0.07
C (-2.9813, -1.5507, -0.7793)  -0.08
C (-2.8553, -2.9331, -0.8146)  -0.06
C (-2.0161, -3.5775, 0.0841)  -0.01
H (-0.8889, -0.8926, 1.8062)  0.07
H (-2.3707, 0.2679, 0.1819)  0.11
H (-3.6333, -1.0479, -1.4820)  0.09
H (-3.4117, -3.5105, -1.5413)  0.09
H (-1.8987, -4.6540, 0.0675)  0.12
F (-5.7265, 0.5536, -1.6627)  0.04
C (-6.6230, -0.3359, -1.1843)  -0.30
C (-7.1433, -1.2918, -2.0330)  -0.02
C (-8.0584, -2.2089, -1.5379)  -0.08
C (-8.4486, -2.1526, -0.2066)  -0.09
C (-7.9190, -1.1816, 0.6325)  -0.08
C (-6.9951, -0.2700, 0.1430)  -0.02
H (-6.8321, -1.3158, -3.0695)  0.12
H (-8.4668, -2.9687, -2.1908)  0.11
H (-9.1652, -2.8675, 0.1766)  0.10
H (-8.2245, -1.1345, 1.6695)  0.11
H (-6.5634, 0.4884, 0.7844)  0.11
F (8.3987, 6.8417, -4.1525)  0.08
C (7.4729, 5.9497, -3.7764)  -0.28
C (7.0009, 5.0357, -4.7000)  0.00
C (6.0461, 4.1098, -4.3083)  -0.07
C (5.5683, 4.1149, -3.0042)  -0.11
C (6.0498, 5.0435, -2.0887)  -0.10
C (7.0125, 5.9650, -2.4739)  -0.01
H (7.3802, 5.0535, -5.7132)  0.12
H (5.6738, 3.3850, -5.0200)  0.11
H (4.8174, 3.3918, -2.7037)  0.09
H (5.6751, 5.0499, -1.0722)  0.07
H (7.4060, 6.6908, -1.7742)  0.12
F (-4.0983, 2.5422, 3.1616)  0.04
C (-5.2858, 3.1639, 2.9968)  -0.29
C (-6.2815, 2.9765, 3.9351)  -0.02
C (-7.4994, 3.6196, 3.7662)  -0.08
C (-7.7095, 4.4311, 2.6594)  -0.09
C (-6.6999, 4.6049, 1.7230)  -0.08
C (-5.4768, 3.9720, 1.8935)  -0.02
H (-6.1017, 2.3335, 4.7871)  0.12
H (-8.2850, 3.4868, 4.4982)  0.11
H (-8.6617, 4.9283, 2.5275)  0.10
H (-6.8645, 5.2338, 0.8581)  0.11
H (-4.6751, 4.1020, 1.1781)  0.12
F (-5.6792, -4.8224, -1.9620)  0.05
C (-5.1392, -5.9921, -2.3560)  -0.30
C (-4.3314, -6.0175, -3.4762)  -0.03
C (-3.7715, -7.2222, -3.8778)  -0.08
C (-4.0338, -8.3832, -3.1628)  -0.10
C (-4.8521, -8.3401, -2.0416)  -0.08
C (-5.4056, -7.1362, -1.6303)  -0.02
H (-4.1456, -5.1029, -4.0250)  0.12
H (-3.1312, -7.2551, -4.7495)  0.11
H (-3.5997, -9.3223, -3.4803)  0.10
H (-5.0598, -9.2454, -1.4867)  0.11
H (-6.0390, -7.0809, -0.7544)  0.12

---

# 6
C17H19BrFN3O4S | ωB97M-V with the def2-TZVPD basis set

As for the HOMO energy: -8.37 eV. Its structure (SMILES) is COc1ccc(S(=O)(=O)N(C)C)cc1NCC(=O)Nc1ccc(Br)cc1F. For the largest force on an atom, the calculation gives 1.14 eV/A. Its multiplicity is 1. The calculation puts the total energy at -4196.50783 Eh. The orbital gap comes out at 8.76 eV. Its lowest unoccupied orbital energy is 0.393 eV.

Last column: Löwdin charge in e.
Positions of all 46 atoms, in Å:
C (-2.5852, -2.8356, 3.0383)  -0.07
O (-2.1955, -2.6195, 1.7021)  -0.09
C (-2.2309, -1.3401, 1.2123)  -0.20
C (-2.5832, -0.2199, 1.9416)  0.00
C (-2.5603, 1.0385, 1.3501)  -0.06
C (-2.1894, 1.1521, 0.0307)  -0.27
S (-2.0677, 2.7671, -0.7325)  0.66
O (-2.2209, 2.6204, -2.1499)  -0.28
O (-2.9167, 3.6805, -0.0298)  -0.28
N (-0.4878, 3.2537, -0.4595)  -0.33
C (0.5061, 2.5407, -1.2172)  -0.09
C (-0.1674, 3.4833, 0.9261)  -0.10
C (-1.8324, 0.0480, -0.7216)  -0.01
C (-1.8537, -1.2206, -0.1502)  -0.20
N (-1.5427, -2.3730, -0.8369)  0.03
C (-0.8818, -2.4084, -2.1079)  -0.08
C (0.6194, -2.0785, -2.1157)  -0.43
O (1.3237, -2.3594, -3.0557)  0.08
N (1.0431, -1.4419, -0.9874)  0.16
C (2.3050, -0.9379, -0.6987)  -0.16
C (3.4169, -1.0808, -1.5255)  0.01
C (4.6365, -0.5410, -1.1623)  -0.12
C (4.7613, 0.1493, 0.0317)  -0.69
Br (6.4379, 0.8882, 0.5287)  0.74
C (3.6763, 0.3118, 0.8792)  -0.05
C (2.4716, -0.2351, 0.4986)  -0.22
F (1.3941, -0.0854, 1.3124)  0.06
H (-1.9266, -2.3104, 3.7364)  0.10
H (-2.4982, -3.9091, 3.1981)  0.10
H (-3.6205, -2.5265, 3.2070)  0.10
H (-2.8741, -0.3074, 2.9754)  0.11
H (-2.8441, 1.9192, 1.9005)  0.11
H (0.1042, 2.3853, -2.2149)  0.08
H (1.4131, 3.1425, -1.2836)  0.10
H (0.7558, 1.5723, -0.7653)  0.07
H (0.7050, 4.1342, 0.9915)  0.09
H (0.0397, 2.5493, 1.4649)  0.08
H (-1.0221, 3.9824, 1.3749)  0.08
H (-1.5670, 0.2033, -1.7537)  0.11
H (-1.4871, -3.1986, -0.2616)  0.14
H (-0.9937, -3.4052, -2.5412)  0.14
H (-1.3625, -1.7063, -2.7980)  0.13
H (0.3427, -1.2545, -0.2787)  0.12
H (3.3107, -1.6159, -2.4543)  0.11
H (5.4908, -0.6583, -1.8100)  0.10
H (3.7578, 0.8471, 1.8115)  0.12

---

# 7
C9H17N2O4 | ωB97M-V with the def2-TZVPD basis set

As for the HOMO energy (alpha / beta): -11.51 / -11.51 eV. For the largest force on an atom, the calculation gives 4.94 eV/A. Its multiplicity is 1. The calculation puts the total energy at -763.20797 Eh. The orbital gap (alpha / beta) comes out at 6.99 / 6.99 eV. The total charge is +1. Its lowest unoccupied orbital energy (alpha / beta) is -4.521 / -4.520 eV.

Last column: Löwdin charge in e.
Positions of all 32 atoms, in Å:
C (0.1837, 2.9968, 0.2814)  0.21
C (-0.7607, 0.9287, 0.8845)  -0.60
C (-1.7388, -0.9595, -0.1661)  -0.39
C (2.3573, -1.9891, -0.4508)  -0.02
C (2.5526, -0.0357, 1.0355)  -0.02
C (-1.8192, 2.4003, -0.8077)  0.02
C (-3.8149, -1.5471, 0.6066)  0.05
C (0.4667, -0.1470, -0.4925)  -0.06
C (1.4884, -0.9418, 0.3381)  -0.60
N (-0.6114, -1.0242, -0.9153)  0.16
N (-0.7133, 2.0898, 0.0874)  -0.05
O (-0.4555, 0.9457, 2.0213)  0.14
O (-1.8096, 0.0580, 0.6096)  0.14
O (0.7657, -1.7002, 1.2858)  0.00
O (-2.6489, -1.8682, -0.2185)  0.09
H (0.2086, 3.8435, -0.3462)  0.11
H (1.0814, 2.9274, 0.8617)  0.13
H (1.6211, -2.7064, -0.9444)  0.09
H (3.2132, -1.4910, -1.1755)  0.15
H (2.8374, -2.4038, 0.3778)  0.05
H (1.9458, 0.5384, 1.8882)  0.12
H (3.1628, 0.5626, 0.4161)  0.06
H (3.2035, -0.6578, 1.7084)  0.10
H (-1.5937, 3.2260, -1.5675)  0.13
H (-2.6963, 2.7889, -0.3359)  0.10
H (-2.0698, 1.4686, -1.4644)  0.14
H (-4.2927, -0.6180, 0.2312)  0.12
H (-3.4166, -1.3096, 1.5851)  0.11
H (-4.5653, -2.3116, 0.5250)  0.11
H (0.8545, 0.5462, -1.2262)  0.12
H (-0.2522, -1.9283, -1.3601)  0.19
H (1.0663, -1.6541, 2.1793)  0.10

---

# 8
CH7OS | ωB97M-V with the def2-TZVPD basis set

As for the HOMO energy: -16.46 eV. For the largest force on an atom, the calculation gives 0.93 eV/A. Its multiplicity is 1. The calculation puts the total energy at -515.42641 Eh. The orbital gap comes out at 12.62 eV. The total charge is +1. Its lowest unoccupied orbital energy is -3.844 eV.

Last column: Löwdin charge in e.
Positions of all 10 atoms, in Å:
O (2.0647, 0.4446, 0.6662)  -0.09
H (0.5071, -0.8604, -0.6010)  -0.03
H (2.9570, 0.6744, 0.3771)  0.07
H (2.1873, 0.0414, 1.5349)  0.07
C (-1.4972, -0.5116, 0.6507)  -0.28
S (-0.5118, -0.0498, -0.8052)  1.08
H (-2.0353, -1.4010, 0.3168)  0.07
H (-2.2318, 0.2708, 0.8061)  0.07
H (-0.8558, -0.7509, 1.4816)  0.06
H (0.2115, 0.9808, -0.3067)  -0.02